ORCA calculation (wB97M-V/def2-TZVPD) on a 2-piece molecular cluster, C4H12 overall in a non-equilibrium geometry.

XYZ file:
```
16
C4H12 wB97M-V/def2-TZVPD
C 1.805 1.281 -0.780
C 1.399 1.566 0.579
C -2.225 -1.022 0.396
C -0.990 -1.743 -0.201
H -0.201 -1.198 -0.672
H 2.811 1.478 -1.045
H 1.492 2.660 0.804
H -0.710 -2.465 0.572
H -2.924 -0.426 -0.237
H 1.730 0.188 -0.809
H 2.150 1.072 1.359
H 0.442 1.339 0.749
H -1.401 -2.329 -1.191
H 1.158 1.793 -1.643
H -2.699 -1.834 1.002
H -1.836 -0.358 1.118
```

Its LUMO energy is 1.13 eV. The calculation puts the HOMO-LUMO gap at 12.33 eV. As for the spin multiplicity: 1. The value obtained for the HOMO energy is -11.2 eV. The energy above the lowest of the compared OMol25 structures with the same formula, charge and spin is 31.6 kcal per mole.

Results of the Mulliken charge analysis, in e, for atoms 1 through 8: -0.73, -0.72, -0.83, -0.62, 0.15, 0.35, 0.29, 0.26